#one
DFT (ωB97M-V/def2-TZVPD) results for the molecule C23H27N3O3S.

Its LUMO energy is 0.45 eV. As for the spin multiplicity: 1. As for the SMILES: CCOc1ccc(NC(=O)C[C@@H]2C(=O)N(C)C(=S)N2CCCc2ccccc2)cc1. The charge is 0. The highest occupied orbital energy is -0.2960 hartree.

Element x y z (Å)
C (2.342, -7.427, 2.223)
C (3.086, -6.135, 2.549)
O (2.216, -5.075, 2.889)
C (1.518, -4.428, 1.917)
C (0.608, -3.470, 2.367)
C (-0.150, -2.731, 1.485)
C (-0.011, -2.935, 0.115)
N (-0.737, -2.218, -0.851)
C (-1.519, -1.129, -0.678)
O (-1.841, -0.659, 0.393)
C (-1.959, -0.491, -1.998)
C (-0.841, 0.410, -2.560)
C (0.452, -0.387, -2.703)
O (0.620, -1.401, -3.343)
N (1.368, 0.238, -1.925)
C (2.717, -0.220, -1.719)
C (0.848, 1.386, -1.341)
S (1.738, 2.415, -0.440)
N (-0.447, 1.492, -1.691)
C (-1.286, 2.639, -1.427)
C (-2.109, 2.526, -0.133)
C (-1.476, 3.290, 1.038)
C (-1.485, 4.773, 0.798)
C (-0.322, 5.453, 0.461)
C (-0.348, 6.814, 0.210)
C (-1.539, 7.514, 0.293)
C (-2.703, 6.847, 0.634)
C (-2.675, 5.487, 0.884)
C (0.898, -3.883, -0.340)
C (1.656, -4.626, 0.546)
H (3.056, -8.221, 2.022)
H (1.720, -7.715, 3.067)
H (1.701, -7.298, 1.354)
H (3.700, -6.277, 3.443)
H (3.747, -5.845, 1.722)
H (0.512, -3.319, 3.430)
H (-0.845, -1.995, 1.850)
H (-0.536, -2.505, -1.801)
H (-2.182, -1.258, -2.741)
H (-2.851, 0.109, -1.816)
H (-1.162, 0.798, -3.537)
H (2.842, -0.557, -0.688)
H (3.416, 0.593, -1.913)
H (2.895, -1.046, -2.404)
H (-1.948, 2.753, -2.290)
H (-0.638, 3.518, -1.370)
H (-2.204, 1.478, 0.150)
H (-3.108, 2.924, -0.315)
H (-0.454, 2.941, 1.185)
H (-2.047, 3.062, 1.940)
H (0.613, 4.914, 0.403)
H (0.566, 7.329, -0.050)
H (-1.560, 8.577, 0.098)
H (-3.635, 7.389, 0.708)
H (-3.586, 4.972, 1.157)
H (1.019, -4.040, -1.403)
H (2.351, -5.349, 0.148)

Mulliken population analysis, charges in e, atoms 1 to 5: -1.03 -0.43 -0.47 0.79 -0.81

***

#two
DFT (ωB97M-V/def2-TZVPD) results for the molecule C23H27N3O3S.

Its LUMO energy is 0.00 eV. As for the spin multiplicity: 1. As for the SMILES: CSc1ccc(/C=C(\NC(=O)c2ccccc2)C(=O)NCCN2CCOCC2)cc1. The charge is 0. The highest occupied orbital energy is -0.2926 hartree.

Element x y z (Å)
C (-7.491, -1.052, 0.381)
S (-7.267, 0.438, -0.632)
C (-5.606, 0.931, -0.311)
C (-5.183, 2.116, -0.915)
C (-3.902, 2.576, -0.724)
C (-2.985, 1.861, 0.056)
C (-1.638, 2.381, 0.204)
C (-0.493, 1.688, 0.355)
N (-0.513, 0.285, 0.235)
C (0.158, -0.719, 0.852)
O (1.037, -0.565, 1.689)
C (-0.289, -2.080, 0.447)
C (-0.797, -2.365, -0.819)
C (-1.188, -3.655, -1.131)
C (-1.081, -4.666, -0.189)
C (-0.562, -4.391, 1.066)
C (-0.161, -3.106, 1.379)
C (0.775, 2.497, 0.433)
O (0.797, 3.628, -0.030)
N (1.824, 1.921, 1.030)
C (3.100, 2.589, 1.109)
C (3.902, 2.498, -0.209)
N (4.397, 1.204, -0.609)
C (5.346, 0.585, 0.296)
C (6.025, -0.567, -0.450)
O (5.085, -1.515, -0.900)
C (4.124, -0.909, -1.733)
C (3.402, 0.228, -1.006)
C (-3.430, 0.690, 0.673)
C (-4.721, 0.229, 0.496)
H (-8.521, -1.357, 0.225)
H (-6.821, -1.837, 0.045)
H (-7.332, -0.815, 1.429)
H (-5.880, 2.667, -1.528)
H (-3.586, 3.496, -1.194)
H (-1.530, 3.455, 0.143)
H (-1.317, -0.020, -0.304)
H (-0.859, -1.597, -1.577)
H (-1.574, -3.873, -2.115)
H (-1.393, -5.669, -0.438)
H (-0.466, -5.179, 1.797)
H (0.255, -2.874, 2.348)
H (1.718, 0.996, 1.445)
H (3.666, 2.158, 1.935)
H (2.919, 3.651, 1.307)
H (3.265, 2.874, -1.015)
H (4.767, 3.162, -0.120)
H (6.094, 1.323, 0.593)
H (4.858, 0.180, 1.200)
H (6.711, -1.106, 0.206)
H (6.580, -0.158, -1.308)
H (3.425, -1.698, -2.016)
H (4.613, -0.507, -2.634)
H (2.680, 0.701, -1.675)
H (2.870, -0.202, -0.142)
H (-2.782, 0.150, 1.349)
H (-5.023, -0.676, 0.999)

Mulliken population analysis, charges in e, atoms 1 to 5: -0.87 -0.05 0.92 -0.86 -0.84

***

Relative to the most stable one, in eV, the structures come out at #one 0.000; #two 1.446.

***

#one
DFT (ωB97M-V/def2-TZVPD) results for the molecule C8H10O2S.

Its LUMO energy is 0.57 eV. As for the spin multiplicity: 1. As for the SMILES: O=C(O)CCCc1cccs1. The charge is 0. The highest occupied orbital energy is -0.3273 hartree.

Element x y z (Å)
O (-1.937, -1.614, 0.798)
C (-1.499, -1.288, -0.269)
O (-0.634, -2.115, -0.893)
C (-1.814, 0.064, -0.901)
C (-1.588, 1.220, 0.089)
C (-0.089, 1.733, 0.084)
C (0.928, 0.695, 0.166)
C (1.258, -0.059, 1.279)
C (2.291, -1.030, 1.000)
C (2.758, -0.951, -0.253)
S (1.824, 0.132, -1.189)
H (-0.231, -1.618, -1.651)
H (-2.851, 0.041, -1.184)
H (-1.214, 0.135, -1.786)
H (-2.039, 0.857, 1.029)
H (-2.181, 2.153, -0.030)
H (-0.028, 2.465, -0.719)
H (-0.030, 2.356, 1.026)
H (0.821, 0.068, 2.275)
H (2.682, -1.676, 1.764)
H (3.574, -1.570, -0.636)

Mulliken population analysis, charges in e, atoms 1 to 5: -0.57 0.52 -0.48 -0.63 -0.57

***

#two
DFT (ωB97M-V/def2-TZVPD) results for a cluster of 2 separate species, C8H10O2S in total.

Its LUMO energy is 0.61 eV. As for the spin multiplicity: 1. As for the SMILES: C/C(S)=C(\C)C=C=O.C=C=O. The charge is 0. The highest occupied orbital energy is -0.2880 hartree.

Element x y z (Å)
C (-0.679, 1.608, 1.171)
C (0.468, 0.911, 0.411)
S (1.355, 1.667, -0.834)
C (0.789, -0.388, 0.764)
C (0.221, -1.064, 2.077)
C (1.812, -1.017, -0.069)
C (2.253, -0.636, -1.245)
O (2.599, -0.488, -2.357)
H (-0.540, 2.025, 2.145)
H (-1.501, 0.925, 1.426)
H (-0.952, 2.486, 0.587)
H (0.283, 1.836, -1.552)
H (-0.872, -0.879, 2.204)
H (0.764, -0.643, 2.804)
H (0.481, -2.218, 1.926)
H (2.181, -2.016, 0.106)
C (-1.399, -0.591, -2.295)
C (-2.170, -0.116, -1.346)
O (-2.902, 0.339, -0.542)
H (-1.882, -0.955, -3.276)
H (-0.309, -0.787, -2.105)

Mulliken population analysis, charges in e, atoms 1 to 5: -1.29 0.57 -0.29 0.88 -1.31

***

Relative to the most stable one, in eV, the structures come out at #one 0.000; #two 3.632.

***

#one
DFT (ωB97M-V/def2-TZVPD) results for a cluster of 2 separate species, C4H8OSi in total.

Its LUMO energy (alpha / beta) is -1.78 / -1.79 eV. As for the spin multiplicity: 1. The charge is 0. The highest occupied orbital energy (alpha / beta) is -0.3013 / -0.3011 hartree.

Element x y z (Å)
C (3.996, -0.081, 0.544)
C (2.875, -0.037, 1.009)
C (-0.807, -0.763, -1.398)
C (-1.387, 1.595, 0.414)
O (-1.357, -1.302, 1.368)
Si (-0.712, -0.195, 0.405)
H (5.110, 0.048, 0.325)
H (0.029, -1.452, -1.562)
H (-1.653, -1.363, -1.883)
H (-0.480, 0.125, -1.936)
H (-0.619, 2.112, -0.023)
H (-2.318, 1.572, -0.238)
H (-1.568, 1.961, 1.493)
H (-1.107, -2.221, 1.482)

Mulliken population analysis, charges in e, atoms 1 to 5: -0.27 -0.63 -0.93 -0.84 -0.46

***

#two
DFT (ωB97M-V/def2-TZVPD) results for a cluster of 2 separate species, C4H8OSi in total.

Its LUMO energy (alpha / beta) is -0.10 / -0.10 eV. As for the spin multiplicity: 1. The charge is 0. The highest occupied orbital energy (alpha / beta) is -0.3077 / -0.3077 hartree.

Element x y z (Å)
C (0.124, 0.797, -0.267)
C (-1.649, -0.588, -0.687)
C (1.603, -1.206, 0.140)
C (1.297, 0.246, -0.046)
O (2.443, 1.008, 0.072)
Si (-2.825, 0.370, 0.198)
H (2.061, -1.356, 1.119)
H (0.704, -1.806, 0.068)
H (2.317, -1.529, -0.616)
H (-0.130, 1.821, -0.426)
H (2.242, 1.936, -0.100)
H (-4.205, 0.059, 0.608)
H (-1.281, -1.568, -0.442)
H (-2.701, 1.814, 0.379)

Mulliken population analysis, charges in e, atoms 1 to 5: -0.85 -0.46 -1.02 1.03 -0.50

***

Relative to the most stable one, in eV, the structures come out at #one 0.000; #two 0.815.

***

#one
DFT (ωB97M-V/def2-TZVPD) results for the ion C5H12N with charge +2.

Its LUMO energy (alpha / beta) is -9.35 / -12.37 eV. As for the spin multiplicity: 2. The charge is +2. The highest occupied orbital energy (alpha / beta) is -0.7452 / -0.7869 hartree.

Element x y z (Å)
C (0.393, -0.090, 1.194)
C (-0.706, 0.700, 0.435)
C (-0.720, 0.557, -1.119)
C (-0.333, -1.919, -1.627)
C (-1.160, -0.822, -1.524)
N (1.579, 0.813, 1.476)
H (0.797, -0.839, 0.527)
H (0.016, -0.302, 2.181)
H (-1.679, 0.517, 0.874)
H (-0.533, 1.738, 0.727)
H (0.262, 0.934, -1.416)
H (-1.516, 1.181, -1.512)
H (0.702, -1.816, -1.951)
H (-0.603, -2.893, -1.267)
H (-2.245, -0.792, -1.604)
H (1.510, 1.419, 2.298)
H (2.379, 0.184, 1.603)
H (1.859, 1.429, 0.705)

Mulliken population analysis, charges in e, atoms 1 to 5: -0.38 -0.84 -0.48 -0.61 0.21

***

#two
DFT (ωB97M-V/def2-TZVPD) results for a cluster of 2 separate species, C5H12N in total.

Its LUMO energy (alpha / beta) is -11.95 / -15.13 eV. As for the spin multiplicity: 2. The charge is +2. The highest occupied orbital energy (alpha / beta) is -0.7691 / -0.7400 hartree.

Element x y z (Å)
C (-1.773, 1.884, -3.534)
C (0.532, -0.505, -0.444)
N (0.385, 0.413, -1.299)
C (0.193, -1.249, 3.043)
C (1.253, -1.286, 1.888)
C (0.922, -0.254, 0.953)
H (-0.950, 1.702, -4.241)
H (-1.530, 1.450, -2.463)
H (-2.627, 1.288, -3.904)
H (-1.778, 2.970, -3.275)
H (0.083, -0.239, 3.451)
H (0.630, -1.536, -0.804)
H (-0.770, -1.610, 2.716)
H (0.587, -1.812, 3.881)
H (1.242, -2.230, 1.357)
H (2.266, -1.041, 2.224)
H (0.147, 1.288, -0.788)
H (1.187, 0.767, 1.238)

Mulliken population analysis, charges in e, atoms 1 to 5: -0.53 -0.06 -0.36 -1.06 -0.32

***

Relative to the most stable one, in eV, the structures come out at #one 0.000; #two 4.866.